1.
Formula: C14H23Cl8FN
Source: the Open Molecules 2025 dataset
Level of theory: wB97M-V/def2-TZVPD

Summary:
maximum force	1.854	eV/Å
E_LUMO	-4.30	eV
orbital gap	8.57	eV

```
! wB97M-V def2-TZVPD RIJCOSX def2/J DEFGRID3
* xyz 1 1
C 3.3522 1.1855 0.1978
C 1.8492 1.1717 0.2140
C 1.1007 2.2983 -0.0658
C -0.2824 2.2306 -0.0784
C -0.8601 1.0365 0.1942
N -0.1057 -0.0112 0.4713
F -0.7265 -1.1829 0.7208
C 1.2179 -0.0038 0.5016
H 3.7267 0.3642 -0.4229
H 3.7823 1.0519 1.1899
H 3.7242 2.0960 -0.2730
H 1.5862 3.2395 -0.2958
H -0.8974 3.0832 -0.3252
H -1.9373 0.9232 0.1753
H 1.7652 -0.9061 0.7479
Cl -3.7716 -2.9526 -2.8734
C -2.2829 -2.1688 -2.3015
C -1.9770 -0.9008 -3.0617
Cl -1.5199 -1.2214 -4.7498
H -1.4696 -2.8875 -2.3830
H -2.4332 -1.9373 -1.2466
H -1.1347 -0.3850 -2.6013
H -2.8292 -0.2250 -3.0677
Cl -1.4296 2.4429 -2.9207
C -2.6677 2.5424 -4.2112
C -2.7037 3.9045 -4.8533
Cl -3.3128 5.1508 -3.7367
H -3.6283 2.2795 -3.7744
H -2.4100 1.7871 -4.9535
H -3.3751 3.8854 -5.7101
H -1.7180 4.2105 -5.1956
Cl -0.3195 -6.8682 2.3838
C -0.7154 -5.2554 3.0183
C -0.5110 -4.1762 1.9852
Cl 1.2165 -3.9429 1.5929
H -0.1069 -5.0809 3.9027
H -1.7620 -5.2788 3.3195
H -0.8826 -3.2260 2.3677
H -1.0375 -4.4053 1.0612
Cl 2.1645 2.3956 3.1893
C 2.6870 1.5263 4.6584
C 3.7905 0.5518 4.3444
Cl 3.1984 -0.7908 3.3270
H 1.8185 1.0285 5.0824
H 3.0356 2.2714 5.3715
H 4.1787 0.1161 5.2632
H 4.6134 1.0336 3.8211
*
```

***

2.
Formula: C14H23F3NO3PPtS
Source: the Open Molecules 2025 dataset
Level of theory: wB97M-V/def2-TZVPD

Summary:
maximum force	3.107	eV/Å
⟨S²⟩	2.01
E_LUMO (spin up / spin down)	-0.03 / -3.24	eV
orbital gap (spin up / spin down)	5.31 / 5.55	eV

```
! wB97M-V def2-TZVPD RIJCOSX def2/J DEFGRID3
* xyz 0 3
C 0.4252 3.4783 -3.2196
C -0.8457 3.0924 -2.8025
C -1.0445 1.8548 -2.1596
C 0.0445 1.0218 -1.8943
C 1.3407 1.4958 -2.1536
C 1.5273 2.6961 -2.8450
C -2.4609 1.5474 -1.7800
C -2.8001 0.1019 -1.4702
N -1.9486 -0.8928 -2.2321
Pt -0.1307 -0.9499 -1.3096
C 2.5310 0.7477 -1.6403
P 2.0577 -0.9834 -1.1430
H -1.7159 3.7411 -2.9666
H 2.5474 3.0239 -3.0610
H 0.5584 4.3694 -3.8324
H 2.9250 1.2136 -0.7234
H 3.3389 0.6914 -2.3843
H -2.7022 2.1233 -0.8700
H -3.1505 1.8751 -2.5752
H -2.6169 -0.1388 -0.4133
C 3.0766 -1.2867 0.3107
C 2.7597 -1.9345 -2.5132
H -3.8573 -0.0888 -1.6945
C -1.7474 -0.5869 -3.7011
C -2.5810 -2.2357 -2.0389
H 0.0176 -2.1583 -0.1059
H -2.3803 -1.2749 -4.2840
H -2.0155 0.4465 -3.9519
H -0.6939 -0.7580 -3.9733
H -3.0637 -2.5669 -2.9666
H -1.8125 -2.9717 -1.7684
H -3.3107 -2.1627 -1.2183
H 3.8460 -1.8271 -2.5788
H 2.5093 -2.9886 -2.3601
H 2.3292 -1.5981 -3.4623
H 4.1339 -1.0435 0.1148
H 2.7129 -0.6585 1.1354
H 2.9936 -2.3418 0.5948
H -0.2754 -2.6123 -0.8661
F -0.4450 1.8934 4.2234
C 0.2020 1.0531 3.3765
F 1.4988 0.9422 3.7723
F -0.3695 -0.1838 3.4404
S 0.1022 1.6955 1.6153
O -1.3132 1.6359 1.2716
O 0.7221 3.0047 1.6916
O 0.9010 0.6668 0.9195
*
```

***

3.
Formula: C14H23F3NO3PRuS
Source: the Open Molecules 2025 dataset
Level of theory: wB97M-V/def2-TZVPD

Summary:
maximum force	5.184	eV/Å
ΔE to the lowest compared entry with this formula, charge and spin	0.000	eV
⟨S²⟩	6.02
E_LUMO (spin up / spin down)	-7.18 / -9.50	eV
orbital gap (spin up / spin down)	8.62 / 6.28	eV

```
! wB97M-V def2-TZVPD RIJCOSX def2/J DEFGRID3
* xyz 2 5
C 2.2580 -1.1479 -3.9089
C 1.3829 -0.0889 -3.6812
C 0.8329 0.1262 -2.4075
C 1.1408 -0.7958 -1.3800
C 1.8081 -1.9925 -1.6769
C 2.4449 -2.1164 -2.9253
C 0.0200 1.3554 -2.1913
C -1.3290 1.4923 -2.9541
N -2.3587 0.5233 -2.7379
Ru 1.1935 -0.4456 0.6669
C 1.8926 -3.0269 -0.5894
P 0.6700 -2.5553 0.7556
H 1.1377 0.6326 -4.4639
H 3.1059 -2.9672 -3.0981
H 2.7812 -1.2083 -4.8649
H 2.8709 -3.0147 -0.0814
H 1.6817 -4.0583 -0.9075
H -0.1537 1.5432 -1.1307
H 0.6328 2.1991 -2.5565
H -1.7377 2.4692 -2.6629
C 0.8223 -3.7400 2.1125
C -0.9466 -2.8662 -0.0057
H -1.1075 1.4792 -4.0360
C -2.4294 -0.6495 -3.5520
C -3.3809 0.7259 -1.7471
H 2.1108 -1.1467 1.9948
H -3.3366 -0.6674 -4.1783
H -1.5306 -0.6642 -4.1908
H -2.4450 -1.5498 -2.9225
H -4.2305 1.3022 -2.1580
H -3.7637 -0.2556 -1.4318
H -2.9916 1.2642 -0.8699
H -1.0520 -3.9200 -0.2767
H -1.7495 -2.5651 0.6815
H -1.0025 -2.2312 -0.8969
H 1.4913 -4.5781 1.8680
H 1.2474 -3.1662 2.9463
H -0.1427 -4.1501 2.4382
H 1.3911 -0.9736 2.3282
F -0.4533 3.9024 3.1361
C 0.7431 3.3300 2.8357
F 1.6490 4.2923 2.5297
F 1.1874 2.6368 3.9019
S 0.4475 2.2706 1.3066
O -0.3042 1.0901 1.8232
O -0.2444 3.1757 0.4088
O 1.8064 1.8030 0.8557
*
```

***

4.
Formula: C14H23N3O2S
Source: the Open Molecules 2025 dataset
Level of theory: wB97M-V/def2-TZVPD

Summary:
maximum force	0.793	eV/Å
ΔE to the lowest compared entry with this formula, charge and spin	0.487	eV
E_LUMO	0.61	eV
SMILES	C=CCCCCCCCCc1nc(SCC(=O)O)n[nH]1
orbital gap	9.70	eV

```
! wB97M-V def2-TZVPD RIJCOSX def2/J DEFGRID3
* xyz 0 1
C 0.4886 0.1299 -4.3017
C 1.3766 -0.7443 -3.8670
C 1.0516 -1.9016 -2.9787
C 2.0351 -2.0095 -1.8112
C 1.7204 -3.1833 -0.8827
C 0.4803 -2.9895 -0.0067
C 0.5792 -1.8407 0.9982
C 1.6911 -2.0338 2.0264
C 1.7391 -0.9379 3.0909
C 2.0993 0.4493 2.5216
C 0.9028 1.2247 2.1235
N 0.4088 1.3759 0.9145
C -0.6876 2.1430 1.1053
S -1.7280 2.6532 -0.1972
C -1.4147 1.2680 -1.3393
C -2.1533 -0.0167 -0.9634
O -1.9156 -1.0509 -1.5182
O -3.0711 0.0845 -0.0113
N -0.8981 2.4792 2.3584
N 0.1253 1.8926 3.0024
H 0.7538 0.9482 -4.9504
H -0.5519 0.0449 -4.0337
H 2.4175 -0.6526 -4.1544
H 1.1092 -2.8230 -3.5677
H 0.0319 -1.8013 -2.6090
H 2.0290 -1.0753 -1.2473
H 3.0442 -2.1421 -2.2124
H 1.5701 -4.0775 -1.4930
H 2.5861 -3.3743 -0.2445
H -0.3861 -2.8073 -0.6433
H 0.2995 -3.9195 0.5391
H 0.7313 -0.9048 0.4633
H -0.3780 -1.7646 1.5216
H 1.5486 -2.9948 2.5276
H 2.6579 -2.0639 1.5215
H 2.4965 -1.2103 3.8290
H 0.7780 -0.8853 3.6083
H 2.6356 1.0251 3.2801
H 2.7463 0.3328 1.6525
H -0.3425 1.0757 -1.3793
H -1.7512 1.5941 -2.3240
H -3.1380 1.0031 0.3195
H 0.2168 1.9875 4.0015
*
```

***

5.
Formula: C14H23NO2
Source: the Open Molecules 2025 dataset
Level of theory: wB97M-V/def2-TZVPD

Summary:
maximum force	2.966	eV/Å
ΔE to the lowest compared entry with this formula, charge and spin	1.208	eV
E_LUMO	0.57	eV
SMILES	OCCCCCCCCCOc1cccnc1
orbital gap	10.06	eV

```
! wB97M-V def2-TZVPD RIJCOSX def2/J DEFGRID3
* xyz 0 1
O -1.4053 3.3513 -0.8523
C -1.5306 2.8002 0.4543
C -1.6094 1.2171 0.5218
C -2.8301 0.6723 -0.1880
C -2.5896 -0.6720 -0.9619
C -2.5668 -1.9314 -0.0286
C -1.2121 -2.0781 0.7120
C 0.0571 -2.0331 -0.1348
C 1.3691 -2.2708 0.5297
C 2.5571 -2.2097 -0.4254
O 2.5990 -1.0601 -1.3130
C 2.5035 0.2079 -0.6435
C 3.2615 0.6450 0.4059
C 2.9982 1.9035 0.9322
C 2.1536 2.7683 0.2597
N 1.3687 2.3559 -0.7801
C 1.5548 1.0917 -1.1949
H -0.4908 3.0513 -1.2289
H -2.5163 3.1717 0.9286
H -0.7103 3.1422 1.1493
H -0.6735 0.8258 0.0701
H -1.4912 0.9857 1.5995
H -3.6936 0.5156 0.5064
H -3.1064 1.5046 -0.9542
H -3.3170 -0.8297 -1.8160
H -1.5809 -0.7168 -1.4000
H -3.2592 -1.8118 0.7777
H -2.7535 -2.8506 -0.5843
H -1.1283 -1.3381 1.4880
H -1.2512 -3.0606 1.2241
H 0.0723 -1.1339 -0.7563
H -0.1309 -2.8224 -0.9329
H 1.5537 -1.5304 1.3400
H 1.2731 -3.2517 1.0173
H 2.5286 -3.0996 -1.0222
H 3.5427 -2.2710 0.0896
H 3.9606 0.0133 0.8963
H 3.6532 2.2496 1.7335
H 1.9444 3.7895 0.6124
H 0.8957 0.7093 -2.0314
*
```